1.
Density functional theory data (ωB97M-V with the def2-TZVPD basis set) for a cluster of 12 separate species, C37H103N19O17 in total at a distorted geometry.

* total energy: -3790.82951 Ha
* 2S+1: 1
* Kohn-Sham gap: 8.2227 eV
* relative energy (zero: lowest compared OMol25 entry of this formula, charge and spin): 96.46 kcal per mole
* SMILES: COCCNCCOC.COCCNCCOC.COCCNCCOC.COCCNCCOC.COCCNCCOC.NC(N)=O.NC(N)=O.NC(N)=O.NC(N)=O.NC(N)=O.NC(N)=O.NC(N)=O
* lowest unoccupied orbital energy: -0.013 eV

Element x y z (Å)
C1 -10.40519 -33.06947 12.30775
O1 -9.30995 -32.25712 12.04603
C2 -9.28413 -31.49279 10.82905
C3 -8.47881 -30.19523 10.97874
N1 -9.11747 -29.33071 11.97670
C4 -8.49664 -28.02513 12.20741
C5 -9.61700 -27.05205 12.73312
O2 -10.01284 -27.30537 14.08917
C6 -11.22067 -26.60328 14.47326
H1 -11.32205 -32.57228 12.62438
H2 -10.20463 -33.66209 13.20030
H3 -10.72374 -33.68379 11.46558
H4 -10.30975 -31.25850 10.54394
H5 -9.02419 -32.12860 9.98271
H6 -8.54866 -29.74503 9.98852
H7 -7.45727 -30.32592 11.33580
H8 -9.16245 -29.85744 12.83729
H9 -7.99827 -27.65414 11.31182
H10 -7.79417 -28.18479 13.02543
H11 -10.48405 -26.96107 12.07886
H12 -9.19150 -26.05848 12.59219
H13 -12.11866 -26.69583 13.86240
H14 -11.13329 -25.51873 14.53818
H15 -11.45567 -26.87203 15.50313
C7 -14.66452 -24.87160 8.22715
O3 -15.30073 -25.96752 7.53864
C8 -16.59389 -26.18253 7.97820
C9 -17.13622 -27.48747 7.33194
N2 -16.16842 -28.58665 7.37089
C10 -16.01832 -29.15945 8.74276
C11 -15.20863 -30.50002 8.57844
O4 -13.84882 -30.27319 8.19797
C12 -13.03077 -29.37584 8.96141
H16 -13.67188 -24.63272 7.84544
H17 -14.43488 -25.09241 9.26956
H18 -15.16928 -23.90977 8.13656
H19 -17.25539 -25.36277 7.69796
H20 -16.65256 -26.25262 9.06435
H21 -17.22468 -27.30722 6.26060
H22 -18.17362 -27.67685 7.60772
H23 -15.34344 -28.12444 7.01610
H24 -17.00121 -29.28889 9.19581
H25 -15.58799 -28.56083 9.54561
H26 -15.64699 -31.16707 7.83616
H27 -15.26880 -30.97145 9.55938
H28 -12.96142 -29.54413 10.03611
H29 -13.33169 -28.35786 8.71387
H30 -11.98763 -29.35872 8.64571
C13 -5.43656 -25.57736 9.36612
O5 -5.54449 -24.78662 10.49016
C14 -6.64268 -25.10368 11.25636
C15 -6.97249 -23.91013 12.19632
N3 -5.77774 -23.76821 13.08600
C16 -5.56095 -22.42788 13.54558
C17 -5.18231 -21.34173 12.40806
O6 -4.86835 -20.04781 12.87807
C18 -4.98620 -19.03192 11.84453
H31 -4.46162 -25.38577 8.91791
H32 -6.05653 -25.17223 8.56637
H33 -5.69899 -26.63045 9.46723
H34 -6.38444 -26.02766 11.77373
H35 -7.56614 -25.33049 10.72356
H36 -7.87036 -24.08758 12.78830
H37 -7.09155 -23.01408 11.58717
H38 -5.14096 -23.96007 12.32588
H39 -4.74367 -22.48229 14.26472
H40 -6.40895 -21.98487 14.06783
H41 -6.09988 -21.29217 11.82180
H42 -4.44511 -21.70541 11.69226
H43 -4.00413 -18.86611 11.40161
H44 -5.23287 -18.15324 12.44049
H45 -5.70367 -19.18853 11.03904
C19 -2.95522 -26.15586 6.17040
O7 -4.35348 -26.38132 6.16484
C20 -4.67287 -27.69021 5.63173
C21 -6.12366 -28.08816 5.60345
N4 -6.72643 -28.01856 6.92081
C22 -7.99538 -27.27179 6.90376
C23 -8.83822 -27.44296 8.13851
O8 -9.90366 -26.45791 8.00944
C24 -10.49589 -26.23994 9.28943
H46 -2.44575 -27.00891 6.61856
H47 -2.68426 -25.28677 6.76987
H48 -2.56495 -25.99214 5.16592
H49 -4.10100 -28.36580 6.26785
H50 -4.21414 -27.75249 4.64491
H51 -6.31394 -29.00059 5.03833
H52 -6.69653 -27.36191 5.02683
H53 -6.18092 -27.68569 7.70294
H54 -8.68134 -27.67494 6.15876
H55 -7.78550 -26.20559 6.81854
H56 -8.32224 -27.36078 9.09512
H57 -9.29670 -28.43184 8.13723
H58 -9.91998 -25.80019 10.10371
H59 -10.86900 -27.14917 9.76076
H60 -11.31343 -25.52934 9.16777
C25 -12.02197 -20.20113 10.08117
O9 -12.01210 -18.77550 9.95486
C26 -12.96697 -18.16302 10.68605
C27 -12.77125 -16.63437 10.59574
N5 -13.12199 -15.82037 11.77947
C28 -14.54231 -16.00419 12.13311
C29 -14.96834 -15.20491 13.39934
O10 -14.56862 -16.03284 14.49753
C30 -15.06745 -15.56067 15.69601
H61 -11.56419 -20.70048 9.22726
H62 -12.98482 -20.70812 10.14424
H63 -11.45201 -20.57652 10.93108
H64 -12.66096 -18.35211 11.71498
H65 -14.01708 -18.36332 10.47334
H66 -13.31452 -16.10955 9.80993
H67 -11.73153 -16.42805 10.34177
H68 -12.56993 -16.02470 12.60018
H69 -14.78614 -17.06449 12.19956
H70 -15.20951 -15.64839 11.34804
H71 -16.05471 -15.12807 13.35483
H72 -14.54241 -14.20734 13.50678
H73 -16.14405 -15.40084 15.63702
H74 -14.77165 -14.60373 16.12599
H75 -14.88070 -16.35768 16.41573
N6 -13.99364 -23.72171 17.49866
C31 -14.30276 -24.16825 16.27256
N7 -15.57227 -24.26365 16.11605
O11 -13.51748 -24.47398 15.40017
H76 -13.01335 -23.48957 17.57104
H77 -14.64978 -23.55187 18.24748
H78 -16.01807 -24.58059 15.26698
H79 -16.09463 -24.23288 16.97994
N8 -13.70302 -18.63424 14.19696
C32 -12.60243 -19.23500 14.40920
N9 -12.64443 -20.47745 14.06357
O12 -11.59089 -18.74870 14.80110
H80 -14.39114 -19.10781 13.62922
H81 -13.76583 -17.65559 14.43861
H82 -13.43812 -20.80337 13.53072
H83 -11.78781 -20.98244 14.24050
N10 -10.97990 -23.63114 11.83088
C33 -12.19205 -23.64387 11.47389
N11 -13.00543 -24.26091 12.30404
O13 -12.54667 -23.39380 10.34142
H84 -10.74168 -23.31875 12.76135
H85 -10.41071 -23.18032 11.12881
H86 -12.81018 -24.16472 13.29031
H87 -13.93356 -24.50263 11.98740
N12 -15.69617 -26.00815 13.75256
C34 -16.24897 -25.86576 12.60958
N13 -16.99716 -26.91215 12.41737
O14 -15.96466 -25.09587 11.71806
H88 -15.00961 -25.36954 14.12792
H89 -16.05272 -26.76147 14.32307
H90 -17.41402 -26.91318 11.49742
H91 -16.77113 -27.76047 12.91673
N14 -17.16438 -20.76897 11.79660
C35 -15.94984 -21.03249 11.67853
N15 -15.58220 -21.83714 10.73814
O15 -15.16206 -20.63195 12.55871
H92 -17.87430 -21.21732 11.23527
H93 -17.33712 -20.14394 12.57094
H94 -14.74034 -22.37814 10.87491
H95 -16.33068 -22.16687 10.14555
N16 -8.98669 -22.89462 7.39534
C36 -9.64454 -22.89828 8.44774
N17 -10.94505 -22.94728 8.25238
O16 -9.22997 -22.83084 9.59604
H96 -9.48016 -22.96715 6.51709
H97 -8.00605 -23.10658 7.51155
H98 -11.52264 -22.98330 9.08013
H99 -11.31110 -22.55856 7.39505
N18 -9.04577 -19.21055 13.07643
C37 -9.20614 -20.44930 12.68871
N19 -8.63383 -20.64295 11.55295
O17 -9.77053 -21.27096 13.30335
H100 -9.76665 -18.96669 13.74048
H101 -8.58750 -18.56022 12.45420
H102 -8.77064 -21.56410 11.16198
H103 -8.42906 -19.89682 10.90374

2.
Density functional theory data (ωB97M-V with the def2-TZVPD basis set) for a cluster of 13 separate species, C37H107N13O16 in total at a distorted geometry.

* total energy: -3389.47429 Ha
* 2S+1: 1
* Kohn-Sham gap: 9.2996 eV
* lowest unoccupied orbital energy: 0.594 eV

Element x y z (Å)
C1 17.17353 16.70715 9.63117
O1 16.03303 16.43574 9.23703
N1 17.99463 17.73766 9.20890
N2 17.72341 15.97397 10.63328
H1 17.91665 17.94432 8.22809
H2 18.99623 17.68167 9.44795
H3 18.58183 16.31908 11.00696
H4 17.04673 15.53218 11.21108
C2 12.24375 12.05750 13.09488
O2 11.03749 12.05332 12.79399
N3 13.19559 11.34260 12.45610
N4 12.77431 12.93009 14.02230
H5 14.19591 11.42737 12.74944
H6 12.82271 10.59969 11.89152
H7 13.68139 12.72419 14.53507
H8 12.11826 13.52906 14.51332
C3 19.43847 18.39644 12.20728
O3 20.07050 17.73788 11.30417
N5 19.93843 18.33764 13.48941
N6 18.37670 19.21899 11.95300
H9 19.73674 19.00080 14.21428
H10 20.70160 17.72391 13.67600
H11 18.02729 19.26980 11.01811
H12 17.64952 19.44797 12.69629
C4 18.26179 20.79620 15.51149
C5 16.90215 20.32374 15.32539
C6 16.03599 21.41602 14.74933
O4 15.72695 22.40277 15.83110
C7 15.48054 23.73842 15.26833
N7 16.82146 19.23698 14.38250
H13 18.37918 21.50054 16.35898
H14 18.64686 21.28062 14.58471
H15 18.93975 20.00616 15.83768
H16 16.47564 19.93709 16.32066
H17 15.07276 21.03754 14.40710
H18 16.47030 21.73204 13.78769
H19 14.61699 23.63393 14.61291
H20 16.29308 24.04489 14.57705
H21 15.40794 24.49497 15.96368
H22 17.21535 18.47649 14.94619
H23 15.82668 19.03862 14.37404
C8 16.44226 12.63308 9.20253
C9 14.97036 13.05941 9.14623
C10 14.19337 12.09543 8.12976
O5 13.96812 10.82513 8.67616
C11 13.85904 9.75787 7.76114
N8 14.36671 12.98990 10.45028
H24 16.90679 12.57942 8.18642
H25 16.39661 11.60931 9.69082
H26 17.04209 13.31869 9.81230
H27 14.84320 14.09051 8.74904
H28 14.87205 11.99659 7.23007
H29 13.25269 12.51942 7.71789
H30 14.73452 9.71700 7.12366
H31 12.99296 9.90000 7.09513
H32 13.78351 8.85459 8.36367
H33 14.29640 12.05960 10.71811
H34 13.45778 13.44867 10.43774
C12 10.79929 16.32094 17.61266
C13 10.63154 14.87076 17.89852
C14 11.03179 14.03082 16.75090
O6 10.42144 14.41645 15.52298
C15 9.10180 14.02870 15.22565
N9 11.44654 14.51589 19.09464
H35 10.34945 16.80243 18.42442
H36 10.30822 16.68788 16.72862
H37 11.87832 16.60904 17.57075
H38 9.58195 14.60814 18.04520
H39 10.82620 12.94176 16.83540
H40 12.06144 14.21699 16.57540
H41 8.31294 14.39697 15.88590
H42 9.01044 12.95433 15.21615
H43 8.87996 14.33848 14.22888
H44 11.34401 13.57368 19.39116
H45 11.38920 15.12630 19.89521
C16 15.02752 12.55965 17.55332
C17 15.20331 11.62803 16.39564
C18 13.92921 10.82056 16.05660
O7 13.75581 9.84026 17.13680
C19 12.56218 9.07506 16.89875
N10 15.58062 12.33841 15.15414
H46 14.77253 11.94892 18.42315
H47 14.19188 13.20057 17.26430
H48 15.86399 13.14336 17.83630
H49 15.92602 10.83745 16.64114
H50 14.11990 10.26865 15.08571
H51 13.04948 11.43532 15.91678
H52 12.85881 8.06051 16.84300
H53 12.06156 9.48029 16.02728
H54 11.92855 9.21185 17.81463
H55 16.27634 13.03100 15.32623
H56 16.01118 11.62055 14.52968
C20 18.80914 14.57238 14.69672
C21 19.63100 13.75207 13.68027
C22 20.58248 12.78643 14.44530
O8 21.69273 13.60146 14.86040
C23 22.65658 13.06177 15.72159
N11 18.60026 12.82001 13.07898
H57 18.26867 13.86011 15.35140
H58 17.94474 14.98768 14.06464
H59 19.25704 15.49324 15.12695
H60 20.14316 14.34641 12.98085
H61 21.00987 11.95230 13.87345
H62 20.07291 12.43828 15.34598
H63 22.93120 13.77471 16.49282
H64 23.62279 12.81648 15.21777
H65 22.31614 12.17967 16.20043
H66 18.96513 12.19291 12.33654
H67 17.96827 13.47545 12.61644
C24 16.73536 17.55856 19.78671
C25 16.77478 16.12950 19.11949
C26 17.45706 16.15172 17.72038
O9 16.79189 16.99260 16.73158
C27 15.69384 16.27354 16.23235
N12 17.57328 15.23787 19.89429
H68 17.79868 17.93934 19.81201
H69 16.46811 17.45100 20.82025
H70 16.04604 18.34333 19.37840
H71 15.72702 15.81954 19.08385
H72 17.63379 15.15965 17.32913
H73 18.36917 16.64179 18.06806
H74 15.09487 16.88091 15.58074
H75 14.95285 15.92328 16.89022
H76 16.10630 15.44187 15.69450
H77 16.96135 14.99218 20.64133
H78 18.49116 15.58107 20.18868
C28 11.28863 16.28498 10.54979
C29 10.63365 15.01690 11.24420
C30 9.14623 14.99638 11.33595
O10 8.78543 16.05486 12.22119
C31 7.36154 16.21219 12.22704
N13 11.11184 13.89004 10.54102
H79 10.95520 16.28002 9.50600
H80 12.36716 16.25655 10.45675
H81 10.93045 17.16634 11.03985
H82 11.01328 14.81915 12.29079
H83 8.87279 14.05542 11.80595
H84 8.74982 15.13786 10.30210
H85 7.04106 16.44540 11.25769
H86 7.10009 17.07129 12.91101
H87 6.87611 15.29075 12.60835
H88 10.70342 12.98214 10.82830
H89 11.10963 13.99598 9.54449
C32 12.01815 18.46203 14.49065
C33 11.88524 19.12502 13.11259
O11 11.87340 20.53512 13.32318
O12 13.26627 18.82704 15.06836
H90 12.07432 17.40727 14.29170
H91 11.07753 18.48192 15.04289
H92 10.96681 18.78710 12.67685
H93 12.84288 18.84898 12.65322
H94 11.30959 20.99758 12.65682
H95 13.29425 19.72172 15.32198
C34 14.30663 20.15332 10.14863
C35 14.66760 20.42573 11.58566
O13 15.80600 21.28227 11.70120
O14 15.35335 19.59503 9.26876
H96 13.99860 21.06172 9.65839
H97 13.41662 19.44696 10.16925
H98 14.85034 19.47163 12.11206
H99 13.74392 20.85822 12.05964
H100 16.28270 21.28179 10.85966
H101 15.35105 18.64293 9.39021
C36 15.01089 16.86165 12.77175
C37 14.76047 15.40590 12.82063
O15 15.79877 14.70805 12.05117
O16 14.48764 17.28920 11.49419
H102 16.03716 17.14800 12.80856
H103 14.44996 17.43234 13.57776
H104 13.82220 15.10516 12.42645
H105 14.86045 14.95112 13.79373
H106 15.29114 13.96902 11.45937
H107 15.01915 16.87178 10.81702